124
Properties=species:S:1:pos:R:3:mulliken_charge:R:1 method="wB97M-V/def2-TZVPD" homo_ev=0.04 charge=-2 multiplicity=1 e_lumo_ev=3.64 orbital_gap_ev=3.601 de_lowest_kcal_mol=35.8
Ag 0.773 -0.738 -0.379 0.226
N -2.476 4.196 5.253 0.069
C -2.389 5.332 6.025 0.788
C -3.050 5.748 7.176 -1.156
C -2.703 6.988 7.682 -0.382
C -1.727 7.782 7.059 -0.469
C -1.074 7.358 5.917 -0.812
C -1.412 6.114 5.390 0.416
N -0.927 5.462 4.271 -0.601
C -1.573 4.332 4.226 -0.014
C -1.397 3.288 3.199 1.187
C -0.384 3.411 2.267 -0.902
C -0.208 2.396 1.337 -0.649
N -0.977 1.313 1.279 0.321
C -1.959 1.207 2.168 -0.572
C -2.206 2.157 3.147 -1.006
H -3.052 3.394 5.425 0.163
H -3.798 5.132 7.659 0.375
H -3.193 7.351 8.576 0.369
H -1.480 8.745 7.487 0.363
H -0.314 7.962 5.439 0.441
H 0.293 4.253 2.304 0.524
H 0.617 2.426 0.632 0.640
H -2.563 0.305 2.123 0.417
H -3.008 1.984 3.855 0.220
F -2.875 -0.611 -1.846 -0.308
C -2.061 0.432 -2.231 -0.019
C -0.746 0.496 -1.832 0.198
C -0.105 1.614 -2.334 0.702
F 1.193 1.880 -2.025 -0.445
C -0.680 2.558 -3.172 0.207
F 0.020 3.609 -3.643 -0.390
C -2.005 2.422 -3.535 0.858
F -2.594 3.322 -4.344 -0.378
C -2.711 1.342 -3.049 0.067
F -4.011 1.196 -3.386 -0.390
C -4.259 -3.326 1.423 -0.954
N -2.868 -3.666 1.560 0.393
C -2.339 -4.777 2.308 -0.555
C -0.828 -4.625 2.035 0.426
O -0.014 -5.430 2.435 -0.730
N -0.615 -3.498 1.277 -0.322
C -1.810 -2.987 1.034 -0.126
N -2.028 -1.935 0.247 1.845
H -4.858 -4.222 1.582 0.315
H -4.472 -2.969 0.413 0.271
H -4.582 -2.566 2.143 0.251
H -2.696 -5.740 1.935 0.313
H -2.542 -4.709 3.380 0.392
H -1.286 -1.286 -0.046 -1.592
H -2.954 -1.561 0.149 0.137
O 2.106 -2.249 -3.105 -0.928
S 2.259 -0.770 -2.813 1.055
C 2.901 -0.071 -4.387 -0.904
C 4.402 0.194 -4.226 -0.632
C 4.891 -0.735 -3.116 -0.794
C 3.862 -0.581 -2.008 -0.932
H 2.329 0.826 -4.629 0.294
H 2.669 -0.855 -5.108 0.378
H 4.557 1.230 -3.916 0.281
H 4.939 0.043 -5.165 0.363
H 5.898 -0.482 -2.778 0.426
H 4.894 -1.771 -3.466 0.236
H 3.863 0.418 -1.558 0.206
H 3.889 -1.315 -1.207 0.549
C -0.726 -2.149 -7.329 -0.548
C -0.884 -3.462 -6.898 -0.775
C -0.868 -3.758 -5.543 -0.174
C -0.672 -2.751 -4.600 0.065
C -0.524 -1.439 -5.040 -0.066
C -0.555 -1.136 -6.397 -0.841
As -0.709 -3.032 -2.658 1.852
C -2.545 -3.822 -2.673 0.281
C -3.542 -3.156 -3.388 -0.260
C -4.863 -3.580 -3.352 -0.673
C -5.223 -4.684 -2.589 -0.579
C -4.247 -5.351 -1.863 -0.626
C -2.925 -4.920 -1.903 -0.192
C 0.345 -4.682 -2.482 0.519
C 0.367 -5.314 -1.241 -0.229
C 1.190 -6.407 -1.001 -0.707
C 2.020 -6.881 -2.006 -0.549
C 2.038 -6.235 -3.236 -0.798
C 1.220 -5.138 -3.467 -0.598
H -0.747 -1.917 -8.387 0.376
H -1.025 -4.256 -7.622 0.381
H -1.022 -4.779 -5.214 0.474
H -0.385 -0.646 -4.310 0.148
H -0.448 -0.107 -6.721 0.459
H -3.289 -2.282 -3.978 0.255
H -5.614 -3.042 -3.918 0.414
H -6.253 -5.020 -2.561 0.349
H -4.511 -6.213 -1.260 0.429
H -2.184 -5.466 -1.334 0.279
H -0.217 -4.914 -0.421 -0.198
H 1.208 -6.856 -0.016 0.492
H 2.676 -7.722 -1.820 0.355
H 2.712 -6.572 -4.016 0.382
H 1.293 -4.612 -4.409 0.366
C 2.217 0.049 0.921 -0.231
C 2.689 0.983 1.562 -0.425
C 3.047 2.134 2.342 -0.434
C 3.935 3.091 1.726 0.700
C 4.792 2.684 0.667 -0.590
C 5.634 3.563 0.015 -0.536
C 5.682 4.914 0.362 -0.499
C 4.834 5.349 1.375 -0.801
C 3.984 4.475 2.036 -0.568
C 2.417 2.287 3.624 0.550
C 2.762 3.279 4.587 -0.450
C 2.088 3.408 5.790 -0.846
C 1.048 2.551 6.143 -0.531
C 0.739 1.522 5.251 -0.633
C 1.398 1.382 4.046 -0.544
H 4.766 1.639 0.381 0.427
H 6.270 3.193 -0.784 0.351
H 6.345 5.602 -0.150 0.353
H 4.819 6.401 1.646 0.339
H 3.298 4.875 2.770 0.409
H 3.591 3.943 4.389 0.758
H 2.389 4.195 6.476 0.349
H 0.520 2.663 7.083 0.434
H -0.043 0.809 5.505 0.334
H 1.142 0.568 3.378 0.308